DFT (wB97M-V/def2-TZVPD) results for a molecular structure, C32H44BClN12O5S2V in a non-equilibrium geometry.

The geometry in XYZ format:
```
98
Properties=species:S:1:pos:R:3:forces:R:3:lowdin_spin:R:1
V -0.12750 -0.42900 0.15253 -0.893 -0.574 -1.498 0.905
B 1.15322 0.76408 3.19739 -0.181 0.154 -0.145 0.002
N 0.28572 -0.54426 3.16344 0.215 -0.194 -0.043 0.002
C -0.00829 -1.34518 4.19614 0.008 0.020 -0.146 0.004
C -0.95205 -2.27580 3.79263 -0.045 0.025 -0.087 0.002
C -1.20512 -1.95260 2.45993 0.301 0.068 0.130 0.005
N -0.44759 -0.91619 2.07632 -0.409 -0.213 1.293 -0.002
N 2.01788 0.85847 1.90826 0.352 -0.262 -0.062 0.000
C 3.23829 1.43451 1.71410 -0.084 -0.027 -0.058 0.000
C 3.65151 1.48229 0.43107 -0.038 -0.077 -0.040 -0.001
C 2.59460 0.84502 -0.41943 0.027 -0.200 0.138 -0.001
N 1.54471 0.43174 0.63338 1.030 1.157 0.685 0.004
H 1.91066 0.70103 4.14227 -0.068 0.022 -0.044 0.000
H 0.38883 1.71944 3.30493 0.073 -0.129 0.021 0.000
H 0.46510 -1.20152 5.15601 -0.026 0.037 -0.103 0.000
H -1.39822 -3.06112 4.38183 0.069 0.053 -0.043 0.000
H -1.89112 -2.40562 1.75895 0.193 0.046 0.016 0.000
H 3.75455 1.82585 2.58193 -0.027 -0.025 -0.043 0.000
H 4.55985 1.92899 0.05571 -0.087 -0.020 0.101 0.000
H 2.20407 1.45174 -1.23244 -0.120 0.022 0.008 0.000
C 5.06238 -0.79168 -1.48644 -0.013 0.012 0.111 0.000
N 4.01670 -1.34048 -0.62943 0.003 -0.003 -0.065 0.000
C 4.52401 -1.70277 0.68957 -0.087 -0.042 -0.140 0.000
C 2.74494 -0.68325 -0.76620 -0.103 0.215 0.085 0.001
N 1.76422 -0.95505 0.32875 1.396 -0.686 -0.039 0.002
N 2.23357 -1.10301 -2.06878 -0.149 -0.141 0.265 0.000
C 0.92498 -0.93004 -2.46431 0.364 0.641 -0.131 0.002
N 0.53261 -1.70611 -3.52041 0.040 0.019 0.091 0.000
N 0.17297 0.00233 -1.94446 -0.006 -0.497 -0.012 0.001
H 5.71422 -1.59523 -1.83830 -0.011 0.023 0.036 0.000
H 5.68169 -0.05833 -0.95361 -0.027 0.012 -0.017 0.000
H 4.62576 -0.30375 -2.35623 -0.023 -0.033 -0.017 0.000
H 5.37154 -2.37297 0.53429 -0.033 0.007 -0.002 0.000
H 3.78616 -2.26140 1.26056 0.029 -0.057 -0.017 0.000
H 4.86465 -0.84269 1.27239 0.005 0.055 0.014 0.000
H 1.99946 -1.58797 1.09685 0.113 0.204 0.033 -0.001
H 2.59624 -2.02502 -2.27490 0.031 -0.038 0.046 0.000
H 1.11273 -2.50912 -3.70643 0.026 -0.046 0.001 0.000
H -0.44443 -1.96318 -3.46101 -0.220 -0.047 0.005 0.000
H -0.71816 0.04793 -2.43019 -0.029 -0.081 -0.088 0.000
O 1.46537 -3.64069 1.43608 0.032 0.239 -0.072 0.000
S 0.94588 -4.15407 0.18793 0.090 0.148 -0.021 0.002
O 1.92279 -4.67213 -0.73722 -0.016 -0.021 -0.014 0.000
N -0.01037 -3.06514 -0.59486 -0.658 -0.391 0.049 0.016
C -1.22566 -3.59578 -0.83248 0.314 0.139 -0.116 0.005
S -2.39323 -2.97534 -1.85212 0.241 0.098 0.053 0.003
C -1.45882 -4.88741 -0.10659 0.011 -0.018 0.019 0.000
C -2.63373 -5.61054 0.00259 -0.099 -0.062 0.018 0.000
C -2.62474 -6.77144 0.76583 -0.017 0.020 0.001 0.000
C -1.46260 -7.20762 1.39962 -0.003 -0.031 0.008 0.001
C -0.28128 -6.48824 1.28437 0.145 0.020 -0.038 0.000
C -0.31675 -5.33598 0.52422 -0.054 0.066 -0.027 0.001
H -3.52695 -5.25718 -0.49682 0.011 -0.017 0.009 0.000
H -3.53567 -7.34648 0.87805 0.017 0.015 -0.021 0.000
H -1.47936 -8.11654 1.98915 -0.016 0.041 -0.022 0.000
H 0.63204 -6.81099 1.76986 -0.061 0.015 -0.014 0.000
C -5.37454 1.92043 1.04688 0.040 -0.088 0.060 0.000
C -4.87008 0.72345 1.82106 -0.035 0.143 0.011 0.000
C -4.70815 0.83806 3.20203 -0.011 0.092 -0.030 0.000
C -4.34395 -0.24258 3.98104 0.006 -0.065 -0.041 0.000
Cl -4.14806 -0.03694 5.70025 0.004 -0.007 -0.022 0.000
C -4.14694 -1.48610 3.40763 -0.145 -0.015 0.034 0.000
C -4.28785 -1.61090 2.03886 -0.137 -0.038 0.031 0.000
C -4.62340 -0.52353 1.24183 0.109 -0.067 0.047 0.000
O -4.74417 -0.81293 -0.08775 -0.142 0.005 -0.093 0.000
C -4.21235 0.06073 -1.06782 0.068 -0.198 0.033 0.000
C -2.83991 0.64320 -0.75670 0.116 0.117 0.430 0.006
O -2.63030 1.81157 -1.14000 0.183 -0.079 -0.118 0.006
O -2.02998 -0.09179 -0.11448 -1.422 0.531 -0.296 0.009
H -5.55183 2.74929 1.73345 -0.022 -0.022 -0.010 0.000
H -6.32084 1.68991 0.55140 0.038 -0.003 -0.019 0.000
H -4.67327 2.25621 0.28205 0.001 0.013 0.025 0.000
H -4.89680 1.79253 3.67995 0.016 -0.023 -0.017 0.000
H -3.86887 -2.33538 4.01827 -0.029 0.073 -0.032 0.000
H -4.12019 -2.56051 1.54261 -0.038 0.057 0.023 0.000
H -4.89276 0.87394 -1.30346 -0.070 0.065 -0.006 0.000
H -4.09144 -0.56088 -1.95386 -0.033 -0.037 -0.104 0.000
C -1.69975 4.04931 0.65498 0.072 -0.088 0.028 0.001
C -0.55655 3.06419 0.95619 0.078 0.253 -0.081 0.011
N 0.58208 3.35588 0.07414 -0.050 -0.037 0.016 0.000
C 0.12507 3.48262 -1.31048 0.055 0.113 0.228 0.000
C -0.69792 4.78217 -1.47044 0.030 -0.131 0.032 0.000
N -1.08267 5.21658 -0.07890 0.105 -0.064 -0.014 0.000
C 0.13803 5.70263 0.65213 0.098 -0.083 -0.017 0.000
C 1.21200 4.59326 0.51161 -0.109 -0.084 -0.088 0.000
H -2.19922 4.42784 1.54533 0.050 0.063 0.023 0.000
H -2.41698 3.58628 -0.01864 -0.088 0.036 -0.063 0.000
H -0.92902 2.05651 0.79699 0.049 -0.102 -0.039 0.009
H -0.21682 3.12917 1.98771 0.015 -0.010 -0.009 0.000
H -0.49153 2.62169 -1.53802 -0.105 -0.149 -0.058 0.000
H 0.97820 3.49673 -1.98982 0.023 0.021 0.039 0.000
H -1.60805 4.62247 -2.04579 -0.044 0.005 0.076 0.000
H -0.12339 5.59640 -1.90958 -0.018 0.062 0.002 0.000
H -1.76040 5.96792 -0.13196 -0.072 0.071 -0.055 0.000
H -0.15331 5.87097 1.68690 -0.048 -0.008 0.015 0.000
H 0.44750 6.64837 0.21049 -0.048 0.022 -0.030 0.000
H 1.71356 4.43054 1.46385 -0.014 -0.007 0.042 0.000
H 1.96998 4.87871 -0.21901 -0.009 0.000 -0.003 0.000
```
Positions in Å, forces in eV/Å.

The total charge is 0. The value obtained for the electronic energy is -122572.279 eV. The expectation value of S² is 0.76. As for the orbital gap (alpha / beta): 0.19106 / 0.17130 hartree. The LUMO energy (alpha / beta) is -0.56 / -0.56 eV. The spin multiplicity is 2. The maximum force is 1.84 eV/A.

DFT (wB97M-V/def2-TZVPD) results for 8 unconnected molecules or ions with the total composition C32H44N8 in a non-equilibrium geometry.

The geometry in XYZ format:
```
84
Properties=species:S:1:pos:R:3:forces:R:3:lowdin_charge:R:1
C -3.11652 -1.81720 -4.74594 0.307 0.292 0.598 -0.096
C -4.50867 -1.95401 -4.55759 -0.560 -0.451 -0.138 -0.128
C -4.86304 -1.28924 -3.41262 0.627 0.045 0.721 -0.147
N -3.70554 -0.76487 -2.87815 -0.323 -0.080 -0.513 0.014
C -2.64827 -1.05242 -3.69555 0.052 -0.088 -0.067 -0.136
H -2.52423 -2.30208 -5.50175 0.043 0.218 -0.153 0.092
H -5.15778 -2.55677 -5.17303 -0.106 0.129 0.015 0.094
H -5.73475 -1.26280 -2.77996 -0.309 0.015 -0.451 0.114
H -3.66252 -0.26515 -2.00858 0.189 0.173 0.000 0.147
H -1.67802 -0.64978 -3.45430 -0.210 -0.396 -0.347 0.072
C -4.10597 -4.88472 0.22929 0.554 0.300 0.714 -0.135
C -4.87436 -5.60691 -0.71832 0.648 0.674 0.033 -0.106
C -4.73086 -4.91229 -1.90107 -1.202 -0.677 -0.113 -0.147
N -3.98255 -3.80792 -1.69158 0.636 0.213 0.616 0.031
C -3.56427 -3.77524 -0.37928 -0.264 -0.622 -0.708 -0.126
H -3.89680 -5.12531 1.26181 -0.235 -0.134 -0.004 0.081
H -5.45707 -6.48889 -0.52320 -0.005 -0.086 -0.193 0.086
H -5.24222 -5.13788 -2.82393 0.250 0.299 -0.160 0.108
H -3.77863 -3.06645 -2.33970 -0.067 -0.191 -0.354 0.090
H -2.82971 -3.05124 -0.07213 -0.219 0.097 0.267 0.081
C -0.25255 0.86201 -0.27502 0.121 0.244 0.872 -0.117
C -0.61253 -0.06575 -1.27205 -0.170 0.319 -0.685 -0.125
C -0.73597 -1.29948 -0.69265 0.569 -0.012 0.354 -0.141
N -0.38291 -1.16207 0.62518 -0.546 0.099 0.065 0.023
C -0.15254 0.16210 0.90572 0.152 -0.568 -0.434 -0.126
H -0.09343 1.92512 -0.35992 -0.141 -0.001 -0.195 0.066
H -0.75639 0.17355 -2.31560 0.136 0.088 0.370 0.067
H -1.00030 -2.25712 -1.10811 0.111 -0.026 -0.047 0.096
H -0.37478 -1.91744 1.29763 -0.140 0.040 0.026 0.061
H 0.03818 0.46985 1.91722 0.097 0.045 -0.002 0.075
C 0.94311 4.48724 1.87453 -0.728 -0.297 0.715 -0.103
C 2.30998 4.48453 2.23142 0.253 1.040 -0.048 -0.153
C 2.59142 3.31536 2.87762 -0.314 -0.871 -0.175 -0.147
N 1.42636 2.60297 2.92630 -0.697 -0.045 0.065 0.023
C 0.38496 3.33265 2.39968 1.118 -0.099 -1.045 -0.112
H 0.41564 5.26552 1.34789 -0.028 0.028 0.077 0.091
H 2.95589 5.33895 2.09448 0.236 -0.224 -0.102 0.098
H 3.49757 2.82677 3.19436 0.121 0.338 0.174 0.114
H 1.34153 1.62347 3.17428 0.168 0.374 0.364 0.081
H -0.58478 2.88748 2.25746 -0.083 0.084 0.148 0.108
C 4.83273 3.43980 -1.91865 0.925 -0.259 -0.131 -0.133
C 3.94636 2.42577 -2.36493 -1.034 0.171 0.832 -0.108
C 3.07777 2.19111 -1.29988 0.558 -0.272 -0.195 -0.130
N 3.50249 2.93374 -0.24719 -0.048 0.378 0.389 0.018
C 4.58976 3.68794 -0.58926 -0.716 0.143 -0.533 -0.140
H 5.63917 3.87927 -2.48607 -0.020 -0.031 -0.018 0.088
H 3.89578 1.93219 -3.31968 0.093 0.094 -0.099 0.086
H 2.25475 1.51811 -1.11360 0.001 -0.079 -0.436 0.092
H 2.97316 3.08067 0.60506 0.162 -0.146 -0.071 0.091
H 5.00286 4.41876 0.08373 0.071 -0.060 0.041 0.104
C 1.19974 0.79367 6.26815 -0.463 -0.205 0.096 -0.101
C 0.68811 0.20176 5.07759 0.089 0.193 0.569 -0.122
C 1.75481 -0.30114 4.38888 0.100 -0.656 -0.227 -0.172
N 2.89679 -0.04965 5.11427 -0.497 0.191 0.716 0.019
C 2.54335 0.57935 6.28896 0.338 -0.036 -0.308 -0.130
H 0.58672 1.24822 7.02882 0.186 0.063 0.081 0.095
H -0.36560 0.10110 4.87663 0.063 0.020 -0.399 0.101
H 1.75029 -0.93602 3.51667 0.210 0.147 -0.093 0.109
H 3.82797 -0.39100 4.97494 -0.039 -0.160 -0.438 0.142
H 3.28910 0.75251 7.04635 -0.026 0.253 -0.042 0.108
C 1.36582 7.10413 -2.07514 0.462 0.811 0.660 -0.113
C 1.94403 5.72212 -2.21969 -1.106 -1.030 -0.880 -0.248
C 1.07697 4.80016 -3.13394 -0.186 -0.304 0.673 -0.179
C -0.14687 4.30567 -2.49167 -0.036 0.406 0.141 -0.232
N -1.08530 3.92929 -1.94552 0.002 -0.045 -0.032 0.144
H 0.36512 7.09293 -1.63813 -0.202 -0.145 -0.486 0.077
H 1.42419 7.68687 -2.99525 -0.396 -0.149 -0.106 0.075
H 1.92109 7.70128 -1.34196 0.250 -0.192 -0.086 0.071
H 1.96917 5.22007 -1.25243 0.564 0.026 0.000 0.094
H 2.88240 5.65826 -2.76696 0.447 0.484 0.686 0.104
H 1.65850 3.89126 -3.30591 0.085 0.147 -0.397 0.095
H 0.79826 5.29176 -4.06545 0.159 -0.075 -0.105 0.118
C -0.18006 -6.14833 -0.45652 0.018 -0.188 -0.255 -0.105
C 0.28656 -6.72822 0.87086 -0.623 0.343 0.241 -0.247
C -0.63033 -6.29969 2.04585 0.826 0.626 -0.253 -0.167
C -0.56042 -4.83736 2.19684 -0.635 -0.239 0.063 -0.203
N -0.58744 -3.69710 2.31532 0.255 0.117 -0.054 0.168
H -1.21520 -6.44578 -0.63570 -0.055 0.236 -0.074 0.076
H 0.40726 -6.51841 -1.29842 0.075 -0.148 0.125 0.074
H -0.08800 -5.06235 -0.49927 -0.201 0.028 0.190 0.065
H 1.28116 -6.35940 1.12092 0.189 -0.396 -0.114 0.110
H 0.24076 -7.81608 0.83618 0.370 -0.018 -0.012 0.108
H -0.23815 -6.70644 2.97750 -0.254 -0.239 0.046 0.117
H -1.67227 -6.57534 1.89289 -0.003 -0.090 0.037 0.114
```
Positions in Å, forces in eV/Å.

The total charge is 0. The value obtained for the electronic energy is -45816.676 eV. As for the orbital gap: 0.31671 hartree. The LUMO energy is 0.59 eV. The maximum force is 1.75 eV/A. Its SMILES is c1cc[nH]c1.c1cc[nH]c1.c1cc[nH]c1.c1cc[nH]c1.c1cc[nH]c1.c1cc[nH]c1.CCCC#N.CCCC#N.

- What is the maximum force in the second record?
  1.75 eV/A

- The lowest electronic energy belongs to which entry?
  C32H44BClN12O5S2V

- Which of these has the lowest maximum force?
  C32H44N8